The following is a DFT calculation (ωB97M-V/def2-TZVPD) of a molecular structure, C22H24Cl4N7O4PtS.

Positions of all 63 atoms, in Å:
Pt -0.16047 -0.92437 0.25363
Cl 5.11251 -5.16369 0.91950
C 3.67380 -4.39646 0.46468
C 2.74029 -5.14224 -0.42217
Cl 3.19418 -6.69325 -0.91917
C 1.56100 -4.61838 -0.83334
Cl 0.46443 -5.42829 -1.85073
C 1.21334 -3.29301 -0.39321
O 0.18651 -2.69964 -0.72163
C 2.16216 -2.52287 0.50024
O 1.83764 -1.38316 0.80820
C 3.40461 -3.14653 0.90474
Cl 4.43420 -2.24923 1.91483
N -6.71409 2.79833 2.14815
C -5.38588 2.65745 1.84777
C -4.42188 2.61004 2.86434
C -3.08563 2.44986 2.56824
C -2.67366 2.30975 1.24451
C -3.62247 2.36543 0.22518
C -4.96045 2.53206 0.51982
S -0.97829 2.11233 0.78528
O -1.01316 1.83007 -0.63933
O -0.19480 3.20454 1.25362
N -0.42029 0.68155 1.42217
C -0.11202 0.52337 2.76736
N -0.31823 1.53720 3.60364
C 0.02949 1.35227 4.86936
C 0.57837 0.16824 5.32733
C 0.73261 -0.82486 4.37739
N 0.39427 -0.66882 3.10320
H -6.97118 3.08144 3.07680
H -7.34960 3.06938 1.41930
H -4.73139 2.72132 3.89635
H -2.35071 2.45482 3.35767
H -3.30509 2.30458 -0.80711
H -5.68643 2.58103 -0.28240
H -0.14302 2.18837 5.53877
H 0.85805 0.02653 6.35981
H 1.14489 -1.79200 4.64515
N -2.03707 -0.69698 -0.45056
H -2.21818 -1.32740 -1.22685
H -2.10659 0.27366 -0.77570
H -2.73868 -0.85422 0.26849
C 0.41556 0.35147 -3.18368
C 1.19324 0.96248 -4.38168
N 2.63033 0.76459 -4.19601
C 2.90104 -0.66313 -4.06578
C 2.16910 -1.22199 -2.81414
N 1.36285 -0.16992 -2.18736
C 2.25296 0.92211 -1.75939
C 3.05647 1.45193 -2.97608
H -0.21859 -0.47974 -3.50851
H -0.20847 1.09811 -2.69371
H 1.00480 2.03375 -4.46297
H 0.89968 0.50061 -5.32577
H 3.97997 -0.81017 -3.99333
H 2.55913 -1.16165 -4.97442
H 2.89673 -1.57943 -2.07209
H 1.50974 -2.05449 -3.07866
H 2.91426 0.53804 -0.97899
H 1.62830 1.70018 -1.31832
H 4.12792 1.28630 -2.84999
H 2.90191 2.52280 -3.11244

The calculation puts the frontier orbital gap (alpha / beta) at 3.9 / 3.9 eV. For the energy above the lowest of the compared OMol25 structures with the same formula, charge and spin, the calculation gives 34.0 kcal per mole. Its HOMO energy (alpha / beta) is -10.0 / -10.0 eV. The spin multiplicity is 1. As for the charge: +1.